Entry 1:
ORCA calculation (ωB97M-V/def2-TZVPD) on 3 unconnected molecules or ions with the total composition C3H9NO2 at a distorted geometry.

Values from the calculation:
HOMO ... -0.281 hartree
Frontier orbital gap ... 3.53 eV
Energy relative to the best compared isomer or geometry (same formula, charge and spin) ... 9.410 eV
Max |F| ... 4.50 eV/A

ORCA input file:
```
! wB97M-V def2-TZVPD RIJCOSX def2/J DEFGRID3
* xyz 0 1
C -0.18008 1.54451 -0.45018
C -0.32931 1.62355 -1.84442
C -0.45639 0.06751 0.03418
N 0.99484 0.60425 -0.02544
H -0.23593 2.47562 0.19404
H -1.10447 2.18246 -2.39407
H 0.55456 1.42561 -2.44361
H -0.68908 -0.08800 1.12059
H -1.01955 -0.60539 -0.63688
H -1.11069 -3.23548 1.54726
H 1.29674 0.45175 -0.97826
O -0.80081 -2.47580 1.02276
H 0.39904 -1.70567 1.61529
H 1.37950 -0.83161 1.26289
O 1.30163 -1.43332 1.97584
*
```

Entry 2:
ORCA calculation (ωB97M-V/def2-TZVPD) on a molecular structure, C17H18N7O6S2Sr at a distorted geometry.

Values from the calculation:
HOMO ... -0.171 hartree
Frontier orbital gap ... 6.13 eV
Energy relative to the best compared isomer or geometry (same formula, charge and spin) ... 1.819 eV
Max |F| ... 3.23 eV/A

ORCA input file:
```
! wB97M-V def2-TZVPD RIJCOSX def2/J DEFGRID3
* xyz -1 1
Sr -1.58180 -0.51659 0.04290
N 1.17879 0.41427 -0.05015
C 1.07639 0.81731 1.38422
C 2.33237 1.43331 1.97302
C 2.91853 2.65610 1.26644
C 1.99872 3.87888 1.18213
N 0.92710 3.83596 0.19182
C 1.12198 3.99912 -1.09979
N 0.09878 4.01007 -1.95123
N 2.36649 4.21278 -1.57425
C 0.67082 -0.47086 2.14835
O 1.52369 -1.06694 2.79518
O -0.54286 -0.81980 1.93394
H 1.32089 -0.59159 -0.11118
H 1.99649 0.81213 -0.49726
H 0.24398 1.51965 1.47803
H 3.08916 0.65136 2.05835
H 2.08959 1.73356 2.99764
H 3.31113 2.39103 0.27808
H 3.78695 2.98038 1.84759
H 2.58587 4.78504 1.00130
H 1.51176 4.01882 2.14653
H -0.03835 3.60994 0.48259
H -0.81299 3.68904 -1.60145
H 0.28170 3.89191 -2.93227
H 3.15985 4.18647 -0.96383
H 2.51750 4.35893 -2.55452
S -4.19926 0.73447 0.57656
C -3.48405 2.27917 0.44712
S -1.82556 2.37907 -0.12478
C -4.13294 3.46965 0.76881
C -5.48033 3.50210 1.24824
N -6.57029 3.57385 1.61876
C -3.46191 4.72427 0.63913
N -2.91873 5.73858 0.53182
O -0.35287 -2.05595 -1.23171
C -1.25115 -2.86994 -0.88386
O -2.41169 -2.53789 -0.52335
C -0.93679 -4.34662 -0.85488
C -1.62916 -5.18317 0.01287
C -1.34048 -6.53994 0.06174
C -0.37555 -7.07632 -0.77565
C 0.29096 -6.22594 -1.63788
C 0.04068 -4.86775 -1.68601
N 1.31685 -6.79539 -2.53895
O 1.52124 -7.99297 -2.47828
O 1.86666 -6.04408 -3.31814
H -2.39314 -4.74908 0.64374
H -1.86916 -7.18464 0.75138
H -0.13523 -8.12923 -0.77105
H 0.59939 -4.22250 -2.34784
*
```

Entry 3:
ORCA calculation (ωB97M-V/def2-TZVPD) on 2 unconnected molecules or ions with the total composition C4H12N2O2 at a distorted geometry.

Values from the calculation:
HOMO ... -0.371 hartree
Frontier orbital gap ... 10.81 eV
Energy relative to the best compared isomer or geometry (same formula, charge and spin) ... 0.705 eV
Max |F| ... 1.61 eV/A
SMILES string ... CCCNC(N)=O.O

ORCA input file:
```
! wB97M-V def2-TZVPD RIJCOSX def2/J DEFGRID3
* xyz 0 1
C 2.72258 -1.16326 -1.60206
C 1.49541 -0.84458 -0.74970
C 1.31211 0.64923 -0.63556
N 0.14000 1.11896 0.15478
C -1.15389 0.68047 0.01087
N -1.49798 -0.12968 -1.05457
O -2.01648 1.00615 0.81810
H 2.76708 -2.18211 -1.99803
H 2.76913 -0.52816 -2.48673
H 3.70584 -1.11748 -1.12788
H 1.62560 -1.38097 0.19265
H 0.65265 -1.39792 -1.15573
H 2.15561 1.06504 -0.08666
H 1.25464 1.14759 -1.60246
H 0.33138 1.10577 1.12561
H -1.10404 0.13540 -1.95185
H -2.49434 -0.15100 -1.17289
O -1.22197 -0.80663 2.92723
H -1.76462 -1.48307 2.50456
H -1.51004 0.00991 2.49263
*
```

Entry 4:
ORCA calculation (ωB97M-V/def2-TZVPD) on a gas-phase ion, C9H10NO2 (charge +1) at a distorted geometry.

Values from the calculation:
HOMO (alpha / beta) ... -0.439 / -0.439 hartree
Frontier orbital gap (alpha / beta) ... 6.47 / 6.47 eV
Energy relative to the best compared isomer or geometry (same formula, charge and spin) ... 1.734 eV
Max |F| ... 4.01 eV/A

ORCA input file:
```
! wB97M-V def2-TZVPD RIJCOSX def2/J DEFGRID3
* xyz 1 1
C 1.62693 1.37738 -0.46128
C 2.45538 0.18122 -0.42487
C 0.51728 -1.19579 0.10786
C -0.28700 -0.07488 0.04576
C 0.27753 1.21041 -0.36569
C 1.94338 -1.12093 -0.15823
C -1.62457 -0.07644 0.23501
C -2.84819 -0.71212 0.70782
C -0.50421 2.41917 -0.34443
N 2.72289 -2.16060 0.12607
O -2.68887 0.67311 0.25182
O -3.48248 -1.58503 -0.11634
H 1.99713 2.36070 -0.65546
H 3.53044 0.24480 -0.51766
H 0.00619 -2.06476 0.30275
H -3.03927 -0.77113 1.70708
H -1.44792 2.31988 -0.90108
H -0.77297 2.66753 0.71477
H 0.12586 3.22819 -0.75960
H 3.67995 -2.14747 0.04707
H 2.21289 -3.04330 0.20829
H -4.40036 -1.72993 0.25035
*
```

Entry 5:
ORCA calculation (ωB97M-V/def2-TZVPD) on a single C17H27N3O3S molecule.

Values from the calculation:
HOMO ... -0.291 hartree
Frontier orbital gap ... 8.37 eV
Energy relative to the best compared isomer or geometry (same formula, charge and spin) ... 1.989 eV
Max |F| ... 0.91 eV/A
SMILES string ... CC(C)CCOC[C@H](O)CCC(=O)NNC(=S)Nc1ccccc1

ORCA input file:
```
! wB97M-V def2-TZVPD RIJCOSX def2/J DEFGRID3
* xyz 0 1
C 6.76068 -2.68244 1.90538
C 5.39223 -3.14115 1.40694
C 5.48003 -4.58282 0.91122
C 4.89346 -2.19527 0.30759
C 3.40483 -2.34781 0.01280
O 2.67271 -1.91977 1.15146
C 1.33561 -2.34607 1.20211
C 0.44428 -1.50918 0.26484
O 0.76402 -0.14314 0.45124
C -1.03697 -1.77282 0.54675
C -1.99156 -1.14792 -0.48170
C -2.63391 0.15946 -0.04758
O -3.83390 0.35700 -0.17042
N -1.75478 1.06251 0.41348
N -2.04226 2.31296 0.98363
C -2.70463 3.37434 0.41079
S -2.29576 4.86235 1.00548
N -3.65513 3.06481 -0.48463
C -4.48208 3.88074 -1.25358
C -4.24446 5.23003 -1.49610
C -5.11094 5.94527 -2.30279
C -6.21194 5.33530 -2.87798
C -6.44443 3.98872 -2.64653
C -5.58669 3.26422 -1.84422
H 6.70741 -1.67347 2.30726
H 7.48258 -2.69141 1.09125
H 7.12090 -3.34392 2.68957
H 4.68209 -3.09238 2.23848
H 6.17312 -4.65371 0.07508
H 5.83703 -5.23253 1.70677
H 4.51104 -4.95338 0.58634
H 5.45120 -2.37051 -0.61395
H 5.06561 -1.16404 0.62061
H 3.13771 -1.73932 -0.86342
H 3.15635 -3.39292 -0.21169
H 1.24680 -3.41265 0.95877
H 1.01916 -2.18587 2.23719
H 0.66626 -1.78146 -0.78033
H 1.66805 -0.11166 0.80246
H -1.17503 -2.85494 0.54431
H -1.27714 -1.41031 1.54782
H -1.46430 -0.96792 -1.42128
H -2.81561 -1.83063 -0.69111
H -0.76726 0.80801 0.42422
H -1.35484 2.60332 1.66755
H -3.93370 2.07467 -0.48518
H -3.39142 5.71801 -1.05647
H -4.91863 6.99269 -2.48243
H -6.88411 5.90262 -3.50421
H -7.29838 3.50095 -3.09346
H -5.76328 2.21344 -1.66234
*
```

Entry 6:
ORCA calculation (ωB97M-V/def2-TZVPD) on a molecular structure, C29H48NOP3STb at a distorted geometry.

Values from the calculation:
HOMO (alpha / beta) ... -0.563 / -0.564 hartree
Frontier orbital gap (alpha / beta) ... 6.39 / 6.61 eV
Energy relative to the best compared isomer or geometry (same formula, charge and spin) ... 0.000 eV
Max |F| ... 3.88 eV/A

ORCA input file:
```
! wB97M-V def2-TZVPD RIJCOSX def2/J DEFGRID3
* xyz 3 7
Tb 0.28696 -0.50679 -1.00754
P -1.07907 0.99908 1.19683
P -2.17336 -1.87027 -2.83545
P -0.42082 2.22029 -2.03624
H 4.24013 1.00778 0.14703
C 4.32815 2.02536 0.52610
C 3.48961 2.44366 1.46895
H 2.75350 1.74281 1.88030
C -0.93601 0.14576 2.82162
C -2.91201 1.19379 1.19346
C -0.71699 2.72575 1.69301
C -1.37257 -2.62931 -4.16130
C -2.87727 -2.98240 -1.61040
C -3.22500 -0.47398 -3.19283
C 0.81115 3.45457 -1.46603
C -1.98102 3.17452 -1.84853
C -0.17246 2.28406 -3.85679
H 5.02652 2.66739 -0.01178
H 3.44970 3.45432 1.86275
H -0.00309 -0.42985 2.86751
H -1.77718 -0.54940 2.95174
H -0.94273 0.88597 3.63454
H -3.38392 0.23225 0.96948
H -3.22181 1.91852 0.43392
H -3.23817 1.53660 2.18556
H 0.34698 2.94539 1.57659
H -0.99857 2.85501 2.74584
H -1.28778 3.43756 1.08805
H -2.21053 -3.26186 -4.54765
H -0.52859 -3.19462 -3.80337
H -1.01890 -1.85121 -4.82282
H -3.27065 -3.67974 -2.37293
H -3.66100 -2.42710 -1.05240
H -2.11467 -3.45685 -0.93538
H -3.65300 -0.91767 -4.11755
H -2.71569 0.50110 -3.40416
H -3.97429 -0.38473 -2.38013
H 1.02012 4.17795 -2.26530
H 1.74680 2.94826 -1.19624
H 0.44957 3.98411 -0.57748
H -2.03034 3.99330 -2.58106
H -2.07230 3.60334 -0.84365
H -2.84241 2.51495 -2.00488
H -0.17079 3.32393 -4.21551
H -0.97387 1.72759 -4.36505
H 0.78085 1.81218 -4.12971
C 2.41038 -0.53651 -3.38993
C 1.95742 -1.07401 -4.62048
C 2.49341 -0.55536 -5.82229
C 3.37707 0.52386 -5.81617
C 3.80206 1.04376 -4.59077
C 3.33775 0.50335 -3.40333
O 2.02675 -0.89117 -2.14701
H -1.27429 -1.32039 -1.90011
H 1.24403 -1.88334 -4.70259
H 2.21516 -0.97624 -6.79493
H 3.69579 1.00343 -6.75442
H 4.46615 1.89174 -4.51596
H 3.61983 0.90172 -2.42337
N 0.00711 -2.24669 0.28398
S 1.08811 -3.40385 0.83380
C 0.00099 -4.46037 1.80150
C 0.26526 -5.83330 1.69868
C -0.59119 -6.73190 2.33311
C -1.69501 -6.25418 3.04762
C -1.93384 -4.89191 3.15700
C -1.10419 -3.97374 2.50913
C 2.03418 -2.55700 2.10696
C 1.69628 -2.55420 3.45730
C 2.43210 -1.76334 4.35053
C 3.51831 -0.99832 3.88510
C 3.85343 -1.03196 2.53149
C 3.11397 -1.78428 1.63525
H -0.84625 -2.36617 0.84436
H 1.11789 -6.14921 1.09444
H -0.38060 -7.78979 2.24608
H -2.37469 -6.96402 3.51917
H -2.76546 -4.50264 3.74376
H -1.32866 -2.90217 2.55278
H 0.86315 -3.14977 3.81452
H 2.15967 -1.74543 5.40219
H 4.08038 -0.37661 4.57995
H 4.70586 -0.44401 2.15883
H 3.31939 -1.77806 0.56417
*
```

Which of these has the lowest energy relative to the best compared isomer or geometry (same formula, charge and spin)?
C29H48NOP3STb

Which formula does entry 6 have?
C29H48NOP3STb

Repeat the fourth record exactly.
ORCA calculation (ωB97M-V/def2-TZVPD) on a gas-phase ion, C9H10NO2 (charge +1) at a distorted geometry.

Values from the calculation:
HOMO (alpha / beta) ... -0.439 / -0.439 hartree
Frontier orbital gap (alpha / beta) ... 6.47 / 6.47 eV
Energy relative to the best compared isomer or geometry (same formula, charge and spin) ... 1.734 eV
Max |F| ... 4.01 eV/A

ORCA input file:
```
! wB97M-V def2-TZVPD RIJCOSX def2/J DEFGRID3
* xyz 1 1
C 1.62693 1.37738 -0.46128
C 2.45538 0.18122 -0.42487
C 0.51728 -1.19579 0.10786
C -0.28700 -0.07488 0.04576
C 0.27753 1.21041 -0.36569
C 1.94338 -1.12093 -0.15823
C -1.62457 -0.07644 0.23501
C -2.84819 -0.71212 0.70782
C -0.50421 2.41917 -0.34443
N 2.72289 -2.16060 0.12607
O -2.68887 0.67311 0.25182
O -3.48248 -1.58503 -0.11634
H 1.99713 2.36070 -0.65546
H 3.53044 0.24480 -0.51766
H 0.00619 -2.06476 0.30275
H -3.03927 -0.77113 1.70708
H -1.44792 2.31988 -0.90108
H -0.77297 2.66753 0.71477
H 0.12586 3.22819 -0.75960
H 3.67995 -2.14747 0.04707
H 2.21289 -3.04330 0.20829
H -4.40036 -1.72993 0.25035
*
```

The highest max |F| belongs to which entry?
C3H9NO2